1.
A cluster of 2 separate species, C2H8N2S2 in total in a non-equilibrium geometry, computed with the ωB97M-V functional and the def2-TZVPD basis.

multiplicity = 2
orbital gap (alpha / beta) = 4.65 / 1.75 eV
charge = +1
LUMO level (alpha / beta) = -5.1640 / -8.0552 eV

Last column: natural (NBO) charge in e.
CARTESIAN COORDINATES (ANGSTROEM)
1 C -1.59220 1.47211 -6.12252  0.33
2 H -1.28932 2.50601 -7.78162  0.41
3 H -1.71608 1.32514 -4.07453  0.45
4 S 1.48470 0.04256 2.86105  -0.16
5 S 0.83276 -1.66326 3.88300  0.12
6 H -1.40542 -1.94695 4.57286  0.24
7 N -1.18876 1.59798 -4.89174  -0.64
8 N -0.94761 1.70489 -7.24111  -0.25
9 H -2.65686 1.19260 -6.13575  0.26
10 H -0.19843 1.76905 -4.69652  0.44
11 H -1.10404 -0.33254 4.13045  0.22
12 H -1.46781 -1.57911 2.88790  0.22
13 H 2.60511 -0.58709 2.48613  0.14
14 C -0.91656 -1.35486 3.79552  -0.78

2.
The ion C29H21N2O4S2 with charge -1 in a non-equilibrium geometry, computed with the ωB97M-V functional and the def2-TZVPD basis.

SMILES = N#Cc1ccc([C@H](C#N)[C@@H](C(S(=O)(=O)c2ccccc2)=[S@](=O)([O-])c2ccccc2)c2ccccc2)cc1
orbital gap = 6.59 eV
charge = -1
LUMO level = 1.9846 eV

Last column: natural (NBO) charge in e.
CARTESIAN COORDINATES (ANGSTROEM)
1 C -1.67077 1.51407 1.78993  -0.19
2 O 1.41552 0.41914 -2.73760  -0.96
3 H -1.75418 0.00228 -3.57978  0.23
4 H -1.22157 4.70581 -5.12657  0.21
5 H 5.53717 1.56346 1.83102  0.20
6 H -1.77359 -5.11550 2.82129  0.22
7 H 2.15521 3.47030 -0.07108  0.25
8 H -1.64544 -1.82267 1.94812  0.20
9 H -4.22794 0.92818 4.02821  0.21
10 C -1.22499 0.22277 1.44796  -0.03
11 S -1.71740 1.65571 -1.24179  2.16
12 C -2.76126 1.76137 2.64019  -0.20
13 C 3.92453 2.66531 0.92864  -0.21
14 C -2.90125 -0.57484 3.05761  -0.24
15 C -1.52580 3.36945 -3.41671  -0.18
16 C 3.33858 0.27929 -0.41971  -0.22
17 C 2.81279 2.60827 0.08031  -0.19
18 C -3.40822 0.71572 3.31364  -0.22
19 H -3.09398 2.79181 2.81635  0.21
20 O 0.93898 2.78614 -2.01999  -0.97
21 S 1.11111 1.38219 -1.67974  2.16
22 C 2.52580 1.40977 -0.59162  -0.31
23 N 0.40529 -6.60153 5.08064  -0.32
24 O -2.89249 0.82061 -1.06498  -0.97
25 H 0.97071 -0.04103 0.98925  0.22
26 H 5.01928 -0.56432 0.63015  0.20
27 C -1.36814 3.65874 -4.78731  -0.23
28 H 4.16906 3.62218 1.40188  0.21
29 C -0.99981 -3.58560 1.46191  -0.22
30 C 0.96133 -1.96264 -1.06356  0.31
31 O -1.79011 2.99078 -0.67457  -0.99
32 H -1.52241 0.48619 -6.02263  0.21
33 C 0.01681 -1.59453 0.02095  -0.39
34 H 2.24854 -2.62660 1.37319  0.22
35 C -1.37209 2.61525 -5.73675  -0.21
36 C -1.62957 2.04796 -2.97187  -0.22
37 H -3.43494 -1.40020 3.56960  0.20
38 C 0.34839 -5.79848 4.22851  0.29
39 H -2.02795 -3.30791 1.19273  0.23
40 C -1.88778 -0.79193 2.11530  -0.18
41 H -1.20475 2.38556 1.39842  0.25
42 H 3.11734 -0.62918 -0.98821  0.25
43 C 0.30387 -4.88410 3.11083  -0.20
44 N 1.46988 -2.42919 -2.02343  -0.32
45 C 1.33160 -3.19394 1.61008  -0.15
46 H -1.25183 2.83907 -6.81950  0.20
47 C 1.42646 -4.23287 2.59132  -0.17
48 C -0.88382 -4.60246 2.43699  -0.16
49 C -0.01347 -0.11161 0.45771  -0.17
50 C -1.67038 1.02417 -3.91792  -0.20
51 C 4.69277 1.51862 1.15226  -0.24
52 C 4.41123 0.32973 0.47707  -0.18
53 H 2.36923 -4.45143 3.09366  0.22
54 C -0.20670 0.75432 -0.74311  -0.95
55 H -1.00814 -1.70609 -0.39397  0.27
56 H -1.50919 4.19843 -2.71445  0.24
57 C 0.11227 -2.81031 0.99171  0.03
58 C -1.53374 1.29634 -5.28055  -0.22

3.
The molecule C27H22O3S in a non-equilibrium geometry, computed with the ωB97M-V functional and the def2-TZVPD basis.

SMILES = O=C(c1ccccc1)[C@@H](C(c1ccccc1)c1ccccc1)S(=O)(=O)c1ccccc1
orbital gap = 8.47 eV
charge = 0
LUMO level = -0.2471 eV

Last column: natural (NBO) charge in e.
CARTESIAN COORDINATES (ANGSTROEM)
1 S 0.66601 -0.16319 1.34551  2.04
2 H -3.32936 -3.64501 2.42888  0.22
3 C -3.67279 -2.83684 1.78718  -0.17
4 C 3.79397 0.01338 3.96088  -0.21
5 C -4.66387 -0.95748 -0.01524  -0.20
6 H -5.13729 2.37773 3.01716  0.21
7 C -3.34151 -1.38533 -0.11443  -0.21
8 H -0.70838 -7.85870 1.25151  0.22
9 C 2.51208 -0.06252 3.41403  -0.21
10 H -1.41923 -6.51771 3.24749  0.22
11 H -5.04273 -0.24054 -0.74274  0.22
12 H -1.46965 -4.03313 3.10182  0.23
13 C -5.47052 -1.42184 1.02420  -0.21
14 H 1.63198 0.02670 4.04984  0.25
15 H -3.00168 -0.84896 4.92798  0.23
16 C -4.15214 0.78891 4.10879  -0.23
17 O 0.17980 0.98597 2.08930  -0.93
18 C -0.49555 -6.13685 -0.03628  -0.22
19 H -0.18469 -6.70399 -0.91533  0.22
20 C -4.33090 1.64815 3.02464  -0.18
21 H 0.39760 -2.32544 2.12369  0.25
22 C -3.46801 1.57042 1.93368  -0.25
23 C 4.91435 -0.02027 3.12023  -0.19
24 H 5.62481 -0.26366 1.08619  0.22
25 H 5.91157 0.10182 3.54575  0.22
26 C -1.26125 -1.34929 3.07266  0.57
27 C -4.98682 -2.38497 1.90339  -0.21
28 H -0.41268 -4.21121 -1.05856  0.21
29 C -3.14062 -0.16000 4.09331  -0.14
30 H -0.95750 -2.24170 -0.16349  0.25
31 C 4.75334 -0.20614 1.74194  -0.20
32 O 0.68620 -0.11996 -0.10375  -0.94
33 C -1.17094 -6.03814 2.30099  -0.20
34 C 2.36359 -0.24798 2.03868  -0.20
35 H -3.58670 2.21800 1.06698  0.22
36 H 3.31224 -0.42378 0.11869  0.24
37 C -1.05167 -4.02853 0.98500  -0.02
38 H -5.61752 -2.81481 2.68112  0.22
39 H -6.48581 -1.04502 1.14432  0.22
40 C 3.46790 -0.31070 1.19098  -0.23
41 C -0.62762 -4.75189 -0.13167  -0.15
42 C -1.24215 -4.64335 2.22074  -0.23
43 H -1.84419 0.52498 1.01321  0.21
44 O -0.99398 -1.88918 4.14956  -0.55
45 H 3.90618 0.11119 5.04188  0.23
46 H -2.68261 -1.01781 -0.90882  0.22
47 C -2.30758 -0.29001 2.97200  -0.22
48 C -0.78672 -6.77548 1.17805  -0.22
49 C -1.30734 -2.52672 0.83338  -0.32
50 H -4.79912 0.83782 4.97759  0.21
51 C -0.50868 -1.77375 1.83221  -0.41
52 C -2.46881 0.60485 1.90175  -0.05
53 C -2.81720 -2.24260 0.85914  -0.02